ORCA calculation (wB97M-V/def2-TZVPD) on a structure of composition C30H23ClN4OsPSSe4.

Geometry (Å):
Os1 -0.10 2.03 -0.52
Se1 1.41 3.01 -1.89
Se2 0.90 5.25 -2.07
Se3 -0.91 5.55 -0.69
Se4 -1.97 3.53 -1.17
Cl1 3.33 2.91 1.06
C1 4.04 1.55 0.25
C2 5.41 1.59 0.03
C3 6.05 0.49 -0.50
C4 5.33 -0.66 -0.79
C5 3.96 -0.68 -0.58
C6 3.27 0.43 -0.08
P1 1.47 0.34 0.20
C7 1.01 -1.25 -0.57
C8 1.17 -1.39 -1.95
C9 0.78 -2.55 -2.59
C10 0.21 -3.59 -1.85
C11 0.04 -3.45 -0.49
C12 0.45 -2.29 0.16
C13 1.30 0.06 1.98
C14 2.41 -0.12 2.80
C15 2.23 -0.31 4.17
C16 0.96 -0.32 4.72
C17 -0.15 -0.14 3.90
C18 0.02 0.06 2.54
H1 5.96 2.48 0.30
H2 7.12 0.52 -0.66
H3 5.82 -1.54 -1.17
H4 3.41 -1.59 -0.81
H5 1.62 -0.59 -2.53
H6 0.93 -2.66 -3.66
H7 -0.09 -4.50 -2.35
H8 -0.39 -4.26 0.09
H9 0.33 -2.20 1.23
H10 3.40 -0.11 2.39
H11 3.10 -0.44 4.80
H12 0.83 -0.46 5.78
H13 -1.14 -0.15 4.32
H14 -0.86 0.21 1.92
S1 0.38 4.01 3.68
C19 0.26 3.40 2.23
N1 0.17 2.94 1.14
C20 -1.63 -0.20 -4.00
C21 -0.94 0.71 -3.23
N2 -1.02 0.70 -1.89
C22 -1.79 -0.22 -1.30
C23 -2.53 -1.17 -2.00
C24 -2.43 -1.15 -3.38
C25 -3.32 -2.17 -1.25
C26 -4.03 -1.93 -0.15
C27 -4.28 -0.61 0.47
C28 -4.73 0.49 -0.26
C29 -4.94 1.66 0.45
N3 -4.74 1.75 1.76
C30 -4.33 0.64 2.36
N4 -4.09 -0.54 1.79
H15 -1.54 -0.16 -5.08
H16 -0.32 1.47 -3.67
H17 -1.80 -0.22 -0.22
H18 -2.97 -1.88 -3.97
H19 -3.24 -3.19 -1.61
H20 -4.45 -2.77 0.39
H21 -4.92 0.43 -1.32
H22 -5.29 2.56 -0.05
H23 -4.17 0.70 3.43

Its HOMO-LUMO gap (spin up / spin down) is 5.09 / 5.16 eV. The HOMO energy (spin up / spin down) comes out at -0.3829 / -0.3834 Ha. Its charge is +1.



ORCA calculation (wB97M-V/def2-TZVPD) on a cluster of 7 separate species, C21H60N4O9 in total.

Geometry (Å):
C1 13.90 20.53 -7.65
O1 13.95 21.91 -7.95
C2 12.74 22.45 -8.47
C3 12.84 23.87 -9.00
C4 12.75 25.06 -8.00
N1 11.72 24.07 -9.86
H1 14.87 20.06 -7.48
H2 13.59 20.19 -8.63
H3 13.25 20.22 -6.83
H4 12.14 21.71 -9.00
H5 12.14 22.48 -7.56
H6 13.72 23.91 -9.64
H7 12.99 25.99 -8.51
H8 13.56 24.67 -7.38
H9 11.87 25.18 -7.36
H10 11.58 23.37 -10.57
H11 11.87 24.97 -10.28
C5 12.53 13.05 -5.57
O2 13.10 12.04 -6.25
C6 13.84 12.34 -7.43
C7 15.12 11.46 -7.57
C8 16.35 12.15 -6.97
N2 15.41 11.45 -9.05
H12 13.30 13.75 -5.24
H13 11.94 12.73 -4.71
H14 11.73 13.53 -6.14
H15 13.14 12.24 -8.26
H16 14.04 13.40 -7.57
H17 14.96 10.39 -7.40
H18 17.29 11.61 -7.12
H19 16.16 12.32 -5.91
H20 16.50 13.17 -7.32
H21 14.85 10.77 -9.55
H22 15.16 12.35 -9.45
C9 9.96 14.11 -9.22
O3 10.27 15.19 -10.17
C10 10.39 16.45 -9.44
C11 9.03 16.87 -8.82
C12 7.96 17.03 -9.92
N3 9.28 18.15 -8.17
H23 10.44 14.11 -8.24
H24 10.09 13.10 -9.62
H25 8.88 14.09 -9.13
H26 11.13 16.18 -8.68
H27 10.87 17.19 -10.08
H28 8.87 16.12 -8.04
H29 7.98 17.97 -10.47
H30 7.06 17.06 -9.30
H31 7.71 16.17 -10.53
H32 9.89 18.70 -8.77
H33 8.40 18.64 -8.21
C13 13.97 16.56 -2.48
O4 12.95 15.69 -3.00
C14 12.03 15.15 -2.02
C15 12.48 13.76 -1.62
C16 11.47 13.00 -0.88
N4 13.62 13.85 -0.75
H34 13.96 17.55 -2.93
H35 14.85 15.93 -2.62
H36 13.92 16.75 -1.41
H37 11.80 15.81 -1.19
H38 11.13 15.00 -2.62
H39 12.63 13.29 -2.60
H40 10.59 12.74 -1.47
H41 10.98 13.46 -0.03
H42 11.80 12.06 -0.44
H43 14.29 14.24 -1.40
H44 13.44 14.60 -0.10
O5 10.11 19.60 -2.26
C17 10.45 18.40 -2.82
C18 9.73 18.15 -4.14
O6 10.26 18.86 -5.26
H45 10.74 20.13 -2.75
H46 11.53 18.30 -2.92
H47 10.15 17.74 -2.01
H48 8.66 18.12 -3.90
H49 9.86 17.12 -4.47
H50 9.83 18.43 -6.00
O7 19.41 18.14 -5.52
C19 18.27 18.94 -5.07
C20 16.98 18.54 -5.77
O8 16.68 17.16 -5.52
H51 19.15 17.22 -5.56
H52 17.93 18.79 -4.05
H53 18.45 20.01 -5.16
H54 16.98 18.66 -6.85
H55 16.22 19.29 -5.53
H56 15.75 17.00 -5.35
C21 12.83 17.05 -6.26
O9 13.85 16.29 -5.57
H57 11.85 16.73 -5.90
H58 12.99 18.13 -6.20
H59 12.86 16.80 -7.32
H60 13.57 15.94 -4.72

Its HOMO-LUMO gap is 9.55 eV. The HOMO energy comes out at -0.3382 Ha. The structure (SMILES) is COC[C@H](C)N.COC[C@H](C)N.COC[C@H](C)N.COC[C@H](C)N.OCCO.OCCO.CO.



Calculated values (hartree/bohr) of strongest force on any atom for the records, taken in order: 0.02666; 0.06698.
Calculated values (kcal/mol) of relative energy (zero: lowest compared OMol25 entry of this formula, charge and spin) for the records, taken in order: 14.6; 66.8.
Calculated values (hartree) of electronic energy for the records, taken in order: -12272.01670; -1731.99851.